No. 1
Density functional theory data (ωB97M-V/def2-TZVPD) for a 2-piece molecular cluster, C4H12 overall at a distorted geometry.

Computed properties:
Energy in Ha: -159.570419
HOMO level in eV: -11.5
HOMO-LUMO gap in eV: 12.699
ΔE to the lowest compared entry with this formula, charge and spin in eV: 0.396
SMILES: CC.CC

Structure (XYZ):
```
16
C4H12 ωB97M-V/def2-TZVPD
H -3.14 2.22 1.04
C -2.80 1.21 0.78
H 3.31 -2.05 -0.96
H -2.98 0.52 1.60
C -1.35 1.25 0.24
H 1.31 -1.08 -1.86
H -1.34 1.92 -0.61
H -0.68 1.72 0.97
H 2.55 -2.25 0.54
H 0.53 -1.50 -0.42
H 3.38 -0.76 0.26
C 1.42 -0.98 -0.79
H -1.11 0.20 0.13
H 1.32 0.07 -0.50
H -3.51 0.86 0.02
C 2.74 -1.49 -0.22
```

Here are the natural (NBO) charges for atoms 1 to 2, given in e: number 1, H, carries 0.198; number 2, C, carries -0.603

No. 2
Density functional theory data (ωB97M-V/def2-TZVPD) for one molecule with the formula C13H17N5O3S2 at a distorted geometry.

Computed properties:
Energy in Ha: -1801.450826
HOMO level in eV: -9.2
HOMO-LUMO gap in eV: 9.447
ΔE to the lowest compared entry with this formula, charge and spin in eV: 0.393
SMILES: Cc1nnc(SCC(=O)NN2C(=O)NC3(CCCCC3)C2=O)s1

Structure (XYZ):
```
40
C13H17N5O3S2 ωB97M-V/def2-TZVPD
C -1.22 -0.77 1.78
N 3.10 -2.48 -1.05
H 3.89 -1.10 -3.84
H -3.25 2.49 -2.07
N -2.13 -0.08 1.04
N 3.47 -2.25 0.26
C 4.09 -1.09 0.46
N 0.02 -0.81 1.17
H -2.90 0.29 1.60
H -1.27 2.43 1.12
H -1.92 -0.86 -1.55
H 2.87 -2.55 -3.62
C -3.14 2.53 0.07
H -4.06 0.04 -2.25
H -1.62 0.72 -2.25
H 3.41 -2.11 3.38
H -4.11 -0.07 -0.50
H -1.12 2.69 -0.64
C -1.63 2.13 0.15
O 0.91 0.34 -0.55
N 1.23 -1.30 1.73
H -4.83 2.31 -1.31
H -3.65 2.13 0.96
C 3.05 -1.51 -3.28
H -3.20 3.60 0.10
O 1.49 0.40 3.13
C -1.46 0.62 -0.07
C 3.38 -1.45 -1.82
C 1.97 -0.62 2.70
C -3.59 0.47 -1.34
C -3.80 2.00 -1.24
C 3.39 -1.03 3.18
S 4.75 -0.64 2.03
C -2.10 0.22 -1.39
S 4.15 -0.13 -0.96
C -0.07 0.08 0.14
H 3.62 -0.49 4.13
O -1.63 -1.22 2.85
H 2.17 -0.93 -3.47
H 1.73 -2.02 1.21
```

Here are the natural (NBO) charges for atoms 1 to 2, given in e: number 1, C, carries 0.778; number 2, N, carries -0.262

No. 3
Density functional theory data (ωB97M-V/def2-TZVPD) for one molecule with the formula C6H8.

Computed properties:
Energy in Ha: -233.300784
HOMO level in eV: -9.2
HOMO-LUMO gap in eV: 10.413
ΔE to the lowest compared entry with this formula, charge and spin in eV: 2.346
SMILES: C1[C@H]2C[C@H]3[C@@H]1[C@@H]23

Structure (XYZ):
```
14
C6H8 ωB97M-V/def2-TZVPD
C -0.29 -0.88 -0.47
C -1.16 -0.28 0.64
H -0.44 1.97 0.87
H 1.05 -0.94 1.26
H -0.56 -1.76 -1.05
C -0.34 1.01 0.38
H -2.18 -0.08 0.28
C 1.04 0.71 -0.19
H 1.73 1.55 -0.31
H -1.20 -0.81 1.60
C 1.13 -0.76 0.18
C -0.16 0.57 -1.05
H -0.57 1.06 -1.92
H 1.96 -1.36 -0.20
```

Here are the natural (NBO) charges for atoms 1 to 2, given in e: number 1, C, carries -0.204; number 2, C, carries -0.382

No. 4
Density functional theory data (ωB97M-V/def2-TZVPD) for C29H51BrClFIN2O4P as an isolated structure at a distorted geometry.

Computed properties:
Energy in Ha: -5319.190608
HOMO level in eV: -9.4
HOMO-LUMO gap in eV: 8.017
ΔE to the lowest compared entry with this formula, charge and spin in eV: 0.000

Structure (XYZ):
```
91
C29H51BrClFIN2O4P ωB97M-V/def2-TZVPD
H 1.02 5.35 7.07
H -3.87 -3.25 1.32
H 3.16 9.30 9.52
C -0.52 -1.53 5.70
C -1.10 -2.00 -2.04
H 0.54 0.41 -4.93
N -1.86 1.46 7.39
H 1.19 -1.49 -3.55
N -2.91 -5.92 4.53
H 1.66 -5.25 -7.66
C 1.28 -3.29 -8.48
C -0.25 -0.15 -4.42
H 2.32 -3.12 -8.74
H -0.60 -0.13 -7.20
H 3.38 -1.39 -12.01
H -0.05 7.56 7.27
C 0.27 -1.56 -4.15
H 1.25 9.56 7.77
H 3.28 7.56 9.22
H 0.85 -3.34 4.31
H -0.22 -2.39 -11.51
C -1.81 -1.39 3.64
H 0.57 -2.03 -5.09
C -2.60 1.39 6.16
H -2.35 -0.59 -4.72
H -1.61 -2.62 -4.04
H -0.21 -1.90 -1.41
I 0.94 -2.46 6.94
H 2.58 -3.49 -10.96
H 0.14 -4.02 -11.01
H 4.69 8.60 9.00
H -1.77 -2.71 -1.56
H 1.72 -0.79 -12.12
H -0.03 -4.98 -8.09
H 1.95 7.19 4.81
H -2.46 -4.45 3.13
C -2.41 -0.25 4.15
H 1.76 5.44 4.72
H 2.61 6.07 6.97
C 1.02 7.45 7.49
C -1.53 -0.08 -5.24
H -0.41 0.37 -3.47
H -2.31 -0.55 -7.20
C -0.87 -2.03 4.45
H -1.37 -5.90 3.04
H 1.14 -2.85 -7.48
H -1.13 -1.72 -6.62
H -0.23 -3.37 2.90
O -0.27 0.05 8.42
H 1.85 -3.25 -12.53
C 1.39 6.35 5.21
H 0.34 6.47 4.95
C 0.36 -2.55 -9.45
H 1.08 7.25 8.56
O -3.72 -2.62 2.03
H 3.72 8.04 6.78
C -0.71 -2.49 -3.44
H -1.61 -1.04 -2.08
H 1.53 9.04 6.13
H 2.49 -1.00 -10.54
H -3.39 -5.20 5.06
H -0.42 -5.58 6.15
C -2.07 0.20 5.38
H -1.83 0.97 -5.32
O -0.06 -5.42 5.28
H 1.17 -5.28 -9.36
H 0.55 -1.48 -9.37
C 1.56 6.24 6.73
C 3.23 8.78 7.41
C -1.13 -0.40 6.18
F -3.30 0.40 3.43
H -1.60 -4.10 5.44
C 1.72 8.77 7.17
C 1.00 -4.78 -8.40
C -0.19 -3.32 3.99
H -0.68 -2.69 -9.13
C -1.91 -5.21 3.69
P -2.19 -2.06 1.97
C 3.61 8.55 8.87
C 2.39 -1.43 -11.55
C -0.98 0.34 7.50
H -0.25 -3.48 -3.35
Cl -2.26 -0.34 0.79
C 1.88 -2.86 -11.51
C -1.38 -0.66 -6.64
H 3.62 9.75 7.10
O -3.46 2.13 5.78
C -0.95 -4.51 4.65
Br -0.89 3.08 7.23
C 0.48 -2.99 -10.91
H -3.58 -6.37 3.92
```

Here are the Mulliken charges for atoms 1 to 2, given in e: number 1, H, carries -0.237; number 2, H, carries 0.317

No. 5
Density functional theory data (ωB97M-V/def2-TZVPD) for a 2-piece molecular cluster, C7H12NO3 overall at a distorted geometry.

Computed properties:
Energy in Ha: -554.007867
Net charge: +1
HOMO level in eV: -11.8
HOMO-LUMO gap in eV: 7.248
ΔE to the lowest compared entry with this formula, charge and spin in eV: 3.320

Structure (XYZ):
```
23
C7H12NO3 ωB97M-V/def2-TZVPD
H 2.64 1.14 -0.72
H -1.83 -0.84 -1.67
C 3.18 -0.49 0.30
H 0.29 2.12 1.22
N -0.84 -0.75 0.25
H -0.13 -2.30 1.31
H 0.34 -0.01 1.96
O 0.38 1.24 -0.53
C -0.33 1.52 0.68
H -0.88 -2.84 -0.26
C -1.35 -0.21 -0.93
O 1.61 -2.25 -0.57
H -1.30 0.22 2.08
C -0.53 -2.04 0.37
H -1.01 1.61 -2.09
C -0.42 0.78 -1.61
O 3.33 0.77 -0.04
C -0.51 0.19 1.35
H 0.24 0.27 -2.24
H -2.33 0.29 -0.64
H 4.02 -0.82 0.86
H -1.33 1.83 0.36
C 2.37 -1.43 -0.22
```

Here are the natural (NBO) charges for atoms 1 to 2, given in e: number 1, H, carries 0.510; number 2, H, carries 0.264

No. 6
Density functional theory data (ωB97M-V/def2-TZVPD) for C35H47BN7OPtTe as an isolated structure at a distorted geometry.

Computed properties:
Energy in Ha: -2232.112273
Net charge: +2
HOMO level (alpha / beta) in eV: -13.5 / -13.5
HOMO-LUMO gap (alpha / beta) in eV: 5.902 / 5.915
2S+1: 2

Structure (XYZ):
```
93
C35H47BN7OPtTe ωB97M-V/def2-TZVPD
H 1.71 -3.61 2.16
C -0.79 -2.86 3.09
N 0.32 -1.19 -1.13
H -5.42 -0.87 1.69
H 5.81 0.85 -3.21
C -1.60 2.57 3.17
Te 2.23 -1.46 -2.57
H 0.64 3.32 -3.60
C 1.35 -2.75 1.59
H -5.65 0.87 1.69
C 4.94 -0.99 -3.91
H -6.35 -0.10 0.40
H 7.18 -3.34 -6.95
C 0.43 2.09 -5.34
N -2.13 0.47 -0.26
C -0.45 3.30 2.96
H -0.26 4.11 -5.66
H -2.43 -2.10 -1.41
H 2.11 2.05 1.04
H 0.56 3.39 -7.04
H -1.76 -3.72 -1.66
N -3.02 0.30 0.75
H -2.57 3.80 4.62
N -1.71 -0.97 2.42
H 0.31 0.60 -6.89
H 2.12 -4.12 -4.08
C 0.04 -2.29 2.12
H 0.73 2.04 -1.26
H 0.83 -1.64 -6.71
H -3.43 0.42 2.98
N -0.53 -1.14 1.74
C 4.14 -3.32 -4.11
C -2.07 0.59 -2.74
N -1.56 1.51 2.35
C -4.13 0.26 -1.16
C 0.78 2.32 -4.02
H 2.24 3.43 2.13
H -4.93 0.19 -1.89
C -0.31 -2.17 -1.71
H 8.16 -2.19 -6.02
H 3.39 -5.34 -4.19
H 2.05 0.82 -1.23
H -3.00 -3.09 4.68
C -2.77 0.43 -1.43
C -4.25 0.17 0.22
H -3.69 2.91 3.57
C 7.46 -3.03 -5.94
C 0.27 2.63 1.98
H -2.34 1.55 -3.20
H 1.27 -3.05 0.54
H -1.07 2.89 -6.65
Pt -0.15 0.11 0.22
H 4.29 1.07 -4.07
C -2.74 2.85 4.11
C 6.23 -2.65 -5.15
C 4.82 0.42 -3.37
C 5.26 -3.62 -4.85
H -2.38 -0.20 -3.44
H -0.17 4.21 3.47
C 1.29 -1.61 -5.72
H 0.80 -2.37 -5.11
C 1.64 1.67 -1.78
C 6.05 -1.36 -4.67
H -2.84 2.07 4.86
H 5.40 -4.64 -5.21
H 6.81 -0.61 -4.87
H 7.97 -3.87 -5.47
H -0.61 -3.79 3.62
O 0.22 -2.68 -2.78
C -1.59 -2.76 -1.18
H 2.38 2.47 -1.71
H 2.34 -1.87 -5.84
C 4.00 -1.99 -3.71
C -3.06 -2.15 4.16
H 1.51 3.64 0.55
B -2.53 0.32 2.20
H -3.09 -1.34 4.89
C 1.31 1.32 -3.21
C 1.13 -0.23 -5.10
H 2.10 -1.96 1.66
C 3.13 -4.38 -3.74
N -0.42 1.55 1.63
C 1.50 0.06 -3.77
C 0.61 0.80 -5.86
H -3.99 -2.12 3.60
H 4.29 0.45 -2.41
H -1.53 -2.89 -0.10
H -0.99 0.55 -2.62
H 3.09 -4.53 -2.66
C 1.61 2.95 1.39
C -1.87 -2.01 3.25
C -5.49 0.00 1.05
C -0.12 3.18 -6.21
```

Here are the Mulliken charges for atoms 1 to 2, given in e: number 1, H, carries 0.436; number 2, C, carries -1.296

No. 7
Density functional theory data (ωB97M-V/def2-TZVPD) for C4H2ClN as an isolated structure at a distorted geometry.

Computed properties:
Energy in Ha: -668.268016
HOMO level (alpha / beta) in eV: -8.3 / -10.3
HOMO-LUMO gap (alpha / beta) in eV: 8.645 / 7.201
ΔE to the lowest compared entry with this formula, charge and spin in eV: 0.000
2S+1: 3

Structure (XYZ):
```
8
C4H2ClN ωB97M-V/def2-TZVPD
H 0.46 -0.10 1.86
C 1.77 0.29 0.09
C -0.90 -0.14 -0.17
H -2.02 -1.02 -1.43
N -1.20 -1.05 -0.89
C 2.78 0.79 -0.54
C 0.77 -0.08 0.87
Cl -1.66 1.31 0.20
```

Here are the natural (NBO) charges for atoms 1 to 2, given in e: number 1, H, carries 0.247; number 2, C, carries -0.200

No. 8
Density functional theory data (ωB97M-V/def2-TZVPD) for one molecule with the formula C3H4NO2P at a distorted geometry.

Computed properties:
Energy in Ha: -663.141039
HOMO level (alpha / beta) in eV: -7.3 / -7.3
HOMO-LUMO gap (alpha / beta) in eV: 7.349 / 7.347
ΔE to the lowest compared entry with this formula, charge and spin in eV: 3.310

Structure (XYZ):
```
11
C3H4NO2P ωB97M-V/def2-TZVPD
O 2.62 -0.10 0.40
N -0.99 1.01 0.63
O -1.54 -0.18 0.10
H -1.37 -1.94 -0.72
C 1.54 -0.28 -0.03
H -1.79 1.54 0.95
P 0.10 1.88 -0.42
H 0.59 2.58 0.69
H 1.01 -2.15 -0.82
C -0.76 -1.12 -0.37
C 0.60 -1.24 -0.40
```

Here are the natural (NBO) charges for atoms 1 to 2, given in e: number 1, O, carries -0.467; number 2, N, carries -0.595

Copy entry 8 word for word.
Density functional theory data (ωB97M-V/def2-TZVPD) for one molecule with the formula C3H4NO2P at a distorted geometry.

Computed properties:
Energy in Ha: -663.141039
HOMO level (alpha / beta) in eV: -7.3 / -7.3
HOMO-LUMO gap (alpha / beta) in eV: 7.349 / 7.347
ΔE to the lowest compared entry with this formula, charge and spin in eV: 3.310

Structure (XYZ):
```
11
C3H4NO2P ωB97M-V/def2-TZVPD
O 2.62 -0.10 0.40
N -0.99 1.01 0.63
O -1.54 -0.18 0.10
H -1.37 -1.94 -0.72
C 1.54 -0.28 -0.03
H -1.79 1.54 0.95
P 0.10 1.88 -0.42
H 0.59 2.58 0.69
H 1.01 -2.15 -0.82
C -0.76 -1.12 -0.37
C 0.60 -1.24 -0.40
```

Here are the natural (NBO) charges for atoms 1 to 2, given in e: number 1, O, carries -0.467; number 2, N, carries -0.595

Q: The lowest energy belongs to which entry?
A: C29H51BrClFIN2O4P

Q: Among the records above, which one has the lowest energy?
A: C29H51BrClFIN2O4P

Q: Which formula does entry 2 have?
A: C13H17N5O3S2